Record 1
This record from the OMol25 dataset describes C28H36N4O2P2Ti as an isolated structure. The level of theory is ωB97M-V/def2-TZVPD.

The net charge is +2. The frontier orbital gap (spin up / spin down) comes out at 3.24 / 3.23 eV. The value obtained for the HOMO energy (spin up / spin down) is -13.437 / -13.436 eV.

Structure (XYZ):
```
73
C28H36N4O2P2Ti | the OMol25 dataset | ωB97M-V/def2-TZVPD
Ti -0.2610 -1.9689 -4.7195
C -0.9439 2.4938 -1.5313
C -1.0021 1.5589 -2.5057
C -0.3679 1.7109 -3.8571
C 1.1257 1.4590 -4.0562
C 2.1098 2.1846 -3.2140
C 1.9055 3.3334 -2.5553
C 0.6674 4.1620 -2.7268
C -0.5380 3.9043 -1.7796
C -0.3062 -4.0326 -4.1028
H -1.2946 2.2762 -0.5260
H -1.5735 0.6407 -2.3512
H -0.6411 2.6949 -4.2449
H -0.9058 0.9940 -4.4881
H 1.3598 0.4291 -3.7245
H 1.3559 1.5656 -5.1364
H 3.1506 1.8584 -3.3180
H 2.6261 3.7590 -1.8542
H 0.3661 4.0852 -3.7781
H 0.8849 5.2296 -2.5976
H -0.3088 4.3266 -0.7881
H -1.3743 4.4787 -2.2254
H -0.4306 -4.1668 -3.0055
H 0.5772 -4.6329 -4.3800
H -1.2029 -4.5389 -4.5279
P 1.4151 -1.3417 -6.1983
P -2.0384 -0.7695 -6.1028
N 2.9018 -0.1192 -6.6376
N 2.1406 -2.4616 -7.3947
N -2.2670 1.1575 -6.6550
N -3.6755 -1.0214 -7.0808
C 0.3398 -0.4621 -7.4150
C -0.9957 -1.1998 -7.5552
C 4.0410 0.0614 -5.8697
C 4.9571 0.8902 -6.5449
C 4.3509 1.2389 -7.7892
C 3.1036 0.6147 -7.8080
C 2.4743 -3.7647 -7.0488
C 2.8421 -4.4612 -8.1994
C 2.7657 -3.5376 -9.2978
C 2.3421 -2.3245 -8.7675
C -2.9110 2.2058 -6.0036
C -2.9025 3.3739 -6.7958
C -2.2075 3.0396 -7.9936
C -1.8761 1.6871 -7.8919
C -4.2742 -0.4186 -8.1977
C -5.2972 -1.2373 -8.6834
C -5.3342 -2.3955 -7.8405
C -4.3401 -2.2237 -6.8716
H 0.7940 -0.3463 -8.4044
H 0.2260 0.5462 -6.9890
H -1.4875 -0.9719 -8.5154
H -0.8578 -2.2992 -7.4943
H 4.1165 -0.3910 -4.8919
H 5.9285 1.2148 -6.1818
H 4.7558 1.8708 -8.5791
H 2.3589 0.6931 -8.5898
H 2.3783 -4.0697 -6.0182
H 3.0983 -5.5132 -8.2519
H 2.9540 -3.7523 -10.3529
H 2.1241 -1.3998 -9.2902
H -3.3934 2.0716 -5.0465
H -3.3626 4.3401 -6.5546
H -1.9553 3.7152 -8.8183
H -1.3954 1.0892 -8.6506
H -4.0103 0.5699 -8.5506
H -5.9348 -1.0432 -9.5388
H -5.9865 -3.2468 -7.9304
H -4.0578 -2.8260 -6.0283
O 1.3029 -0.2174 -1.3587
C 0.7585 -1.2288 -1.7540
O 0.4144 -1.4708 -3.0137
H 0.4794 -2.0613 -1.0537
```

Results of the Mulliken charge analysis, in e, for atoms 1 through 5: number 1, Ti, carries 0.01; number 2, C, carries -0.86; number 3, C, carries -0.66; number 4, C, carries 1.83; number 5, C, carries 1.85


Record 2
This record from the OMol25 dataset describes C28H37BBrF4N3OPtSb as an isolated structure. The level of theory is ωB97M-V/def2-TZVPD.

The net charge is +3. The frontier orbital gap comes out at 5.87 eV. The value obtained for the HOMO energy is -16.662 eV.

Structure (XYZ):
```
77
C28H37BBrF4N3OPtSb | the OMol25 dataset | ωB97M-V/def2-TZVPD
Pt -0.3096 0.0105 -0.6721
O -3.0490 5.2023 1.1734
C -2.4309 4.1013 0.8281
C -1.8221 3.1989 1.7106
C -1.2070 2.0938 1.1999
N -1.1332 1.7928 -0.1195
C -1.7620 2.6544 -0.9672
Br -1.8677 2.2900 -2.7910
C -2.3891 3.7932 -0.5361
H -3.0653 5.3709 2.1277
H -1.8302 3.3563 2.7811
H -0.7438 1.4047 1.8822
H -2.8752 4.4472 -1.2466
C 1.8067 2.9564 0.9286
C 2.7998 1.8528 0.7049
C 4.1535 2.1478 0.6096
C 5.0956 1.1437 0.4395
C 4.6987 -0.1827 0.3814
C 3.3585 -0.5364 0.4921
C 2.9792 -1.9947 0.5126
C 2.4265 0.5048 0.6259
N 1.0374 0.1228 0.8149
C 0.6702 -0.4274 1.9325
C 1.5312 -0.4523 3.1407
C -0.6626 -1.1159 1.9831
C -1.0795 -1.8115 3.2313
N -1.3415 -1.0809 0.8922
C -2.4421 -1.9529 0.6409
C -2.2230 -3.3432 0.6741
C -0.8908 -4.0036 0.9139
C -3.3120 -4.1627 0.3997
C -4.5536 -3.6342 0.1031
C -4.7388 -2.2577 0.0565
C -3.6903 -1.3937 0.3088
C -3.9098 0.0920 0.2654
H 2.3178 3.9130 1.0118
H 1.2438 2.8091 1.8528
H 1.0924 3.0334 0.1054
H 4.4734 3.1793 0.6868
H 6.1454 1.3955 0.3685
H 5.4403 -0.9634 0.2663
H 3.7217 -2.5885 -0.0181
H 2.0090 -2.2054 0.0644
H 2.9693 -2.3713 1.5387
H 2.4385 0.1305 3.0211
H 1.7973 -1.4848 3.3844
H 0.9600 -0.0798 3.9944
H -1.0271 -1.1250 4.0786
H -0.4103 -2.6461 3.4532
H -2.0920 -2.1942 3.1381
H -0.0450 -3.3166 0.9367
H -0.6964 -4.7276 0.1227
H -0.9023 -4.5590 1.8539
H -3.1736 -5.2365 0.4097
H -5.3845 -4.2963 -0.1003
H -5.7163 -1.8528 -0.1707
H -4.9744 0.3129 0.2355
H -3.4665 0.5266 -0.6354
H -3.4929 0.5933 1.1405
F -1.7145 -3.0365 -2.2642
B -0.9262 -2.0080 -2.4568
F 0.1323 -1.8856 -1.3456
F -0.2829 -1.8273 -3.6186
F -1.6435 -0.6776 -2.1136
C 2.7039 -0.6849 -2.9935
Sb 1.2622 0.8344 -2.7460
C 0.4307 1.0208 -4.6784
C 2.3029 2.6402 -2.4479
H 3.3732 -0.3134 -3.7719
H 2.2117 -1.5924 -3.3339
H 3.2684 -0.8539 -2.0851
H 1.1844 0.6089 -5.3509
H 0.2742 2.0749 -4.8938
H -0.4867 0.4495 -4.7714
H 2.7259 2.8782 -3.4252
H 3.0964 2.4994 -1.7201
H 1.6315 3.4402 -2.1444
```

Results of the Mulliken charge analysis, in e, for atoms 1 through 5: number 1, Pt, carries 1.42; number 2, O, carries -0.48; number 3, C, carries 0.02; number 4, C, carries -0.15; number 5, C, carries -0.23


Ordered maximum force results: 10.79; 0.49; unit eV/Å.